# 1
A cluster of 2 separate species, C3H9NO2 in total in a non-equilibrium geometry, computed with ωB97M-V/def2-TZVPD.

```
! RIJCOSX wB97M-V def2-TZVPD def2/J DEFGRID3
* xyz 0 1
O -1.30102 0.52949 0.03836
N -1.66209 -1.46504 -1.03106
C 1.37150 0.41498 -0.03502
H 1.12913 -1.56646 -0.59645
H -0.89693 1.73128 1.91885
O -0.40477 1.98643 2.71671
C -0.91019 -0.42436 -0.49410
H 1.39208 -0.01079 0.96934
C 0.58796 -0.57502 -0.86441
H 0.58308 -0.74362 -2.00794
H 0.42237 1.91986 2.15959
H -2.59875 -1.48160 -0.80757
H -1.19644 -2.13142 -1.55451
H 0.98819 1.43521 -0.09322
H 2.49588 0.38104 -0.31857
*
```

SMILES = CCC(N)=O.O
DFT total energy = -324.924223 Ha
Energy above the lowest of the compared OMol25 structures with the same formula, charge and spin = 1.317 eV
Strongest force on any atom = 6.45 eV/A
E_LUMO = 0.0262 Eh

=====

# 2
A structure of composition C4H3ClOS2 in a non-equilibrium geometry, computed with ωB97M-V/def2-TZVPD.

```
! RIJCOSX wB97M-V def2-TZVPD def2/J DEFGRID3
* xyz 0 1
C 1.26848 -0.97816 0.89655
S -2.27221 0.29146 -0.22912
H 1.06894 -1.93786 1.12492
H -0.76377 -0.69286 -1.85871
H -1.56178 2.04225 -2.19950
C -1.29902 1.43188 -1.07572
Cl 2.15371 0.24296 1.80164
S 0.50203 1.15299 -0.78947
C -0.53383 -1.28057 -0.88209
C 0.47951 -0.38635 -0.11948
O -0.81555 -2.42173 -0.53909
*
```

DFT total energy = -1485.879943 Ha
Energy above the lowest of the compared OMol25 structures with the same formula, charge and spin = 3.793 eV
Strongest force on any atom = 8.36 eV/A
E_LUMO = -0.0624 Eh

=====

# 3
A cluster of 8 separate species, C20H36O30S6 in total in a non-equilibrium geometry, computed with ωB97M-V/def2-TZVPD.

```
! RIJCOSX wB97M-V def2-TZVPD def2/J DEFGRID3
* xyz 0 1
O 1.13630 -1.04783 2.09849
O -0.40893 3.87487 3.10188
H 6.69659 -1.75253 -2.10531
H -3.95946 0.85097 1.24437
C -4.75319 0.10632 1.30424
H 4.37152 6.24565 -2.14143
C 5.95361 -0.11396 -3.03255
H 0.49597 -3.63535 -1.02646
H 0.74047 -2.24480 -2.02926
C -6.67958 -1.33015 3.75560
O 2.53706 -0.68215 -1.83429
O -1.41876 -1.32815 2.54657
O 4.71453 -1.88328 -2.53810
O 2.40466 2.35405 -1.41483
H 3.94890 5.60306 -3.67136
O -0.30831 -1.26395 0.26972
S -1.81323 4.10619 2.18854
H -4.34639 0.56707 4.50005
H -0.72641 3.20558 -1.74802
C 5.98681 -1.61603 -2.92119
O -5.92872 -1.36435 2.57776
H 0.24938 5.71335 0.69264
C 0.09920 0.12815 0.26668
O 1.59468 4.58632 -2.42984
H -1.65829 3.99731 -2.93347
O 4.95566 0.37305 -2.12806
H -3.84067 -1.09152 2.89100
H -0.25562 1.33722 -3.24764
H 0.25357 -4.76879 6.00893
H 0.38764 0.41507 -0.74454
C -0.53481 -4.26556 -3.84038
O 4.36384 -1.02914 -0.12867
O -2.45035 2.32504 -1.91644
C 0.25737 -3.22163 -2.00625
H -5.59688 0.76426 1.09593
H -0.70825 0.70573 0.71672
H -5.64703 1.25360 3.55316
H 1.26258 5.21036 2.93903
C -5.20192 0.31200 3.87466
O -3.56304 0.10072 -2.68869
O -2.16790 1.56100 -4.20959
H 1.77468 -3.59696 3.70393
H -1.78414 -2.12626 -2.19155
H 1.86536 6.47763 -3.01956
H -0.49770 -4.43008 4.46477
C 0.74488 4.41092 2.40895
C -0.89905 2.09088 -3.70160
O -1.61084 -3.81515 -3.22278
O 2.56341 -5.45051 4.03352
H 6.95761 0.30801 -2.98772
H -4.74203 -0.57587 0.45418
C 0.36008 -4.91221 4.93367
O -4.59076 2.24744 -3.42769
H -3.13947 -4.01877 -1.38235
H 6.30639 -2.14803 -3.81727
O 2.21367 -7.95139 3.74725
H 1.00292 4.16620 0.21148
O -0.89783 4.00101 0.73978
C 0.34780 4.65470 0.93278
S -0.28287 -1.84514 1.76608
O -2.78577 3.00409 2.24465
H 1.14125 0.96283 1.99078
H 1.46023 3.60079 2.55059
H -1.80398 -4.99620 -0.94112
C 3.69493 5.53337 -2.61365
H 5.50649 0.10133 -4.00303
C 2.25698 5.77268 -2.28622
O 2.70283 2.78773 -3.90349
O 3.92095 4.25067 -2.21615
S -3.40741 1.51299 -3.03617
S 1.59426 -6.63698 3.49236
C -1.38254 2.99905 -2.59356
O -0.63185 -4.94049 -4.88572
O -7.63838 -2.09278 3.92863
H 2.29739 -3.79062 5.25301
S 4.00210 -0.81458 -1.55049
C -2.09239 -3.95511 -1.08625
H -0.46553 2.80902 -4.39761
C 1.75212 -4.34931 4.49232
O -0.03901 -3.28936 1.64034
S 2.64549 3.28065 -2.51653
C -1.28246 -3.08689 -2.07486
H 2.16867 6.28834 -1.32998
H -2.09068 -3.45955 -0.11541
O -6.13422 -0.46809 4.62756
O -2.25376 5.49249 2.36833
O 1.17565 -6.31348 2.11594
C -4.76571 -0.54742 2.70031
C 1.24067 0.11532 1.31260
H 2.13749 0.12571 0.69316
O 0.37253 -6.31862 4.65007
O 0.56935 -4.12162 -3.04560
*
```

SMILES = C[C@H]1COC(=O)O1.C[C@H]1COC(=O)O1.O=S1(=O)OCCO1.O=S1(=O)OCCO1.O=S1(=O)OCCO1.O=S1(=O)OCCO1.O=S1(=O)OCCO1.O=S1(=O)OCCO1
DFT total energy = -5429.715800 Ha
Energy above the lowest of the compared OMol25 structures with the same formula, charge and spin = 3.635 eV
Strongest force on any atom = 4.61 eV/A
E_LUMO = -0.0237 Eh

=====

Question: The lowest E_LUMO belongs to which entry?
Answer: C4H3ClOS2

=====

Question: What is the E_LUMO in the third record?
Answer: -0.0237 Eh

=====

Question: What is the DFT total energy in the second record?
Answer: -1485.879943 Ha

=====

Question: Look up the energy above the lowest of the compared OMol25 structures with the same formula, charge and spin of the second one.
Answer: 3.793 eV